Entry 1:
Molecular formula: C39H80N6O9P
Method: DFT, ωB97M-V/def2-TZVPD

XYZ file:
```
135
Properties=species:S:1:pos:R:3:forces:R:3
P 3.59264 1.00332 -1.69015 -1.37 -1.48 0.25
O 2.73809 0.68353 -0.49840 1.03 0.72 -0.81
O -8.18500 -3.96704 -2.39958 0.08 -0.06 0.03
O -4.01491 -7.61443 -3.09720 -0.05 -0.09 -0.01
O -0.26929 -3.95337 6.51049 0.08 -0.06 -0.08
O 8.12409 5.19687 0.09566 -0.03 -0.11 0.09
O -6.55587 -0.04593 0.51026 -0.26 -0.26 -0.49
O 3.25583 0.72464 6.07278 -0.02 -0.06 -0.33
O 4.57476 -0.28213 -2.06232 -1.45 2.22 -0.71
O 2.58638 1.18068 -3.02892 1.45 0.22 1.61
N 3.47943 2.31290 2.54180 -1.80 0.33 -0.43
N -8.22636 -5.32449 -0.61885 0.17 -0.07 -0.32
N 0.27607 -3.73880 4.35115 -0.08 -0.32 0.10
N -3.48733 -7.46669 -5.26793 -0.13 -0.33 0.20
N 9.62109 3.58845 -0.34653 0.01 0.35 0.29
N 3.35409 -0.21412 8.10086 0.00 -0.10 -0.57
C 2.44097 1.67060 3.18494 -1.56 0.81 -1.37
C -7.38524 -1.19494 0.33199 -0.76 -0.97 -0.24
C -1.53686 6.42009 -1.53093 0.49 0.67 -0.53
C 1.97670 3.58971 1.03359 -0.56 -1.31 1.12
C -5.63378 4.39440 -1.66256 0.61 -0.05 -0.73
C -0.60262 -5.89153 5.14601 -0.04 -0.06 0.04
C 1.77620 4.65169 -0.11561 -0.23 0.21 0.83
C -6.22673 0.54144 -0.75541 -0.50 0.34 -0.22
C 3.81174 -1.47563 -2.36265 -0.50 -2.33 1.03
C -5.51732 1.96030 -0.59500 0.11 -1.22 -1.37
C 10.31424 5.51399 1.00847 -0.01 0.09 0.04
C 4.64883 2.53407 -1.43406 1.02 -0.94 -0.46
C -3.17357 4.64312 -2.66489 -0.96 0.02 -0.35
C 10.91109 2.92649 -0.30463 -0.36 -0.25 -0.29
C 1.54025 2.14378 -2.77184 -1.29 0.95 -0.97
C 0.81008 2.92983 1.67096 2.94 -0.86 0.90
C -7.91015 -5.05566 -1.91551 -0.17 0.36 -0.08
C -6.07553 2.88485 -1.74571 -0.83 0.18 0.92
C 3.30290 3.21904 1.51315 -0.62 0.94 -0.47
C 0.02284 6.05517 -1.50781 -0.93 -0.29 0.20
C 3.91507 -2.44920 -1.09496 0.27 0.18 -0.64
C 1.08351 1.95178 2.74688 1.17 0.88 -0.77
C 3.39703 -1.29638 9.06623 0.01 0.40 0.23
C 4.63114 3.80893 0.89044 -0.97 -1.10 -0.15
C -3.93270 -8.16219 -4.18744 0.04 0.32 0.23
C 0.25295 4.91504 -0.44011 0.51 0.63 0.28
C 0.49164 2.20961 -3.96681 1.04 0.57 0.25
C -0.19300 -4.46482 5.40308 -0.01 0.27 0.36
C 3.28522 -0.30034 6.75433 0.02 0.22 0.28
C -7.98443 -6.54367 0.12619 -0.25 0.40 0.23
C 0.44222 -4.16011 2.97395 0.13 0.52 0.14
C 5.25045 2.60840 0.02525 -0.65 -0.37 0.89
C -3.32207 -7.93697 -6.62904 0.12 0.51 0.11
C 9.26467 4.76982 0.22536 -0.31 -0.01 -0.15
C -4.31197 -9.60649 -4.39054 -0.04 -0.07 0.05
C -4.09897 4.62880 -1.37813 0.43 0.38 0.29
C -2.28070 5.93455 -2.83763 0.40 -0.91 -0.17
C 3.24667 -1.67525 6.14035 -0.08 0.00 -0.08
C -7.22218 -6.13706 -2.70667 0.06 -0.01 -0.01
H -5.85137 4.85082 -2.67442 0.15 -0.30 1.05
H 0.94361 2.85950 -4.76753 -0.50 -0.92 0.52
H 4.40285 -1.87598 -0.25909 -0.66 -0.69 -0.74
H -7.85875 -7.02237 -2.76390 0.15 -0.07 0.06
H 4.43379 2.08883 2.84079 -0.49 0.21 -0.17
H 9.88640 6.43315 1.40306 -0.08 -0.11 -0.10
H -5.12748 -9.68358 -5.11209 0.12 -0.11 -0.07
H 4.92771 1.66607 0.56291 0.54 0.85 -0.60
H -1.96954 6.03982 -0.57114 0.06 0.24 -0.99
H -3.64996 3.87400 -0.66482 -0.82 0.73 -0.59
H -5.64723 2.36702 0.43932 0.07 -0.32 -0.95
H -8.68481 -4.55752 -0.14953 0.02 -0.09 -0.03
H -1.41475 -5.92448 4.41739 0.11 -0.11 -0.07
H -0.16005 -3.51004 2.33629 0.04 -0.18 -0.20
H 4.23757 -2.04707 -3.22813 -0.08 1.16 0.58
H -7.20408 2.87050 -1.64622 1.13 0.02 -0.23
H 0.56186 7.00954 -1.27424 -0.07 -1.09 0.00
H 2.19165 5.63634 0.26150 -0.35 -1.02 -0.39
H -3.60435 -8.98025 -6.73793 0.00 0.07 0.09
H -0.95301 -6.33908 6.07357 0.05 0.16 -0.01
H 0.23685 1.41160 3.24233 1.02 0.65 -0.52
H -4.64678 -10.02820 -3.44513 0.05 0.16 -0.02
H 10.66049 4.90580 1.84616 0.15 0.04 -0.08
H -7.99067 -1.43361 1.25406 0.91 0.60 -0.69
H 2.03195 3.16079 -2.74959 -0.67 -0.93 0.40
H 11.15350 5.77328 0.36070 0.08 -0.08 0.13
H 11.27222 2.80436 -1.32721 0.22 -0.06 0.11
H -5.85487 2.39960 -2.74127 0.00 0.67 0.97
H -8.94268 -6.93435 0.47443 0.13 -0.21 0.07
H 4.56399 -3.32518 -1.36887 -0.56 0.82 0.43
H 6.37037 2.60287 0.05734 -1.07 0.38 -0.33
H 3.19218 -1.58872 5.05606 0.04 0.10 0.08
H -1.47792 5.66833 -3.59230 -0.88 0.41 0.67
H -7.20549 0.66489 -1.31603 1.01 0.02 0.43
H 3.36717 -2.27158 8.58896 -0.03 0.11 -0.04
H -1.64597 7.54424 -1.49641 0.22 -1.17 0.08
H 2.36404 -2.21660 6.48925 0.12 -0.14 0.05
H 10.78195 1.94159 0.14779 0.26 -0.01 0.01
H -7.48721 -7.29854 -0.47643 -0.02 0.12 -0.03
H 8.87090 3.14546 -0.85548 0.12 0.03 -0.03
H 0.26687 1.18901 -4.36319 0.02 0.94 0.39
H -6.80497 -2.12886 0.07455 -0.28 0.96 0.18
H -3.25207 -6.50759 -5.05921 -0.03 -0.07 -0.04
H -0.42954 2.76265 -3.61829 0.88 -0.85 -0.26
H -8.14191 -1.06644 -0.50043 0.82 0.10 0.75
H 11.64123 3.49083 0.26814 -0.12 0.03 -0.03
H 3.37652 0.73590 8.44286 -0.01 -0.09 0.03
H 4.37104 4.68658 0.23688 0.44 -0.86 0.82
H -7.03341 -5.78217 -3.71778 -0.07 0.10 0.12
H -2.88973 6.74238 -3.33493 0.54 -0.72 0.85
H 2.91309 -2.84681 -0.79246 0.88 0.50 -0.16
H 4.31693 -1.20703 9.64626 -0.06 -0.20 0.07
H -2.27526 -7.81566 -6.91410 -0.06 -0.14 -0.21
H -7.36140 -6.30531 0.99055 0.03 -0.26 0.04
H -6.26547 -6.39050 -2.24558 -0.05 -0.19 -0.07
H 5.52539 2.42625 -2.13991 -1.14 0.43 0.43
H -0.29878 3.97705 -0.73686 0.60 0.89 0.13
H 0.96601 1.90660 -1.84036 0.91 0.17 -0.55
H 4.02501 3.42631 -1.68658 0.68 -0.80 0.05
H 0.52989 -2.79438 4.59958 -0.05 -0.07 -0.06
H 5.30896 4.13274 1.72148 -0.50 -0.26 -0.82
H 1.49402 -4.05096 2.70120 -0.05 -0.14 -0.22
H 2.37558 4.39802 -1.02545 -0.65 0.04 0.79
H 0.25041 -6.46854 4.78385 -0.12 -0.03 -0.12
H -5.60157 -0.17215 -1.36903 -0.42 0.68 0.59
H -3.94349 -7.32551 -7.28594 0.05 -0.18 -0.18
H 2.73131 -1.29437 -2.58826 1.03 0.31 0.19
H -3.44853 -10.17714 -4.73751 -0.12 -0.04 -0.12
H 2.71412 0.96771 4.01081 -0.30 0.80 -0.65
H 4.15280 -2.22639 6.39691 -0.13 -0.11 0.04
H -6.22466 5.00604 -0.92540 0.41 -1.01 -0.53
H 0.34826 5.69238 -2.51758 -0.19 0.41 0.81
H -0.20843 5.28470 0.52077 0.33 -0.46 -0.86
H -2.59324 3.67661 -2.71536 -0.28 1.08 0.10
H -4.01774 5.61670 -0.83358 -0.04 -0.94 -0.70
H 0.13809 -5.19184 2.82280 0.00 0.07 0.10
H -3.87045 4.61208 -3.55714 0.83 -0.06 0.80
H -0.24275 3.13215 1.34649 1.29 -0.21 0.40
H 2.54179 -1.19733 9.73604 0.06 -0.22 0.05
H -4.43041 1.76648 -0.84468 -0.97 0.43 0.78
```
Forces are in eV/Å.

Values from the calculation:
* frontier orbital gap: 0.26410 Eh
* energy: -2880.890789 Eh
* total charge: +1

Here are the Mulliken charges for atoms 1 to 99, given in e: 1.094, -0.655, -0.661, -0.656, -0.647, -0.640, -0.354, -0.686, -0.512, -0.531, 0.123, -0.147, -0.081, -0.162, -0.116, -0.194, -0.239, -0.675, -0.588, 0.945, -1.050, -1.299, -0.207, -0.641, -0.284, -0.182, -1.350, -0.756, -0.254, -0.879, 0.233, -0.190, 0.765, -0.541, -0.125, -0.755, -0.851, -0.852, -0.864, -0.955, 0.797, -1.191, -0.908, 0.842, 0.845, -0.854, -0.866, -0.295, -0.817, 0.866, -1.310, -0.440, -0.766, -1.227, -1.209, 0.357, 0.306, 0.215, 0.362, 0.398, 0.287, 0.357, 0.379, 0.359, 0.213, 0.283, 0.216, 0.369, 0.297, 0.397, 0.421, 0.371, 0.543, 0.316, 0.295, 0.409, 0.293, 0.380, 0.266, 0.031, 0.383, 0.296, 0.231, 0.293, 0.311, 0.089, 0.235, 0.288, 0.298, 0.332, 0.342, 0.313, 0.296, 0.327, 0.172, 0.388, 0.252, 0.227, 0.028

---

Entry 2:
Molecular formula: C39H81BrN3O7PS3
Method: DFT, ωB97M-V/def2-TZVPD

XYZ file:
```
135
Properties=species:S:1:pos:R:3:forces:R:3
Br 0.17098 -7.33464 1.26079 0.25 -0.06 -0.13
S 5.27546 -5.36552 0.66788 -0.28 -0.57 0.08
S 1.36261 0.53264 4.20190 -1.06 0.41 -0.02
S 2.12983 1.44786 1.53330 0.03 0.28 -0.35
P 3.04730 -4.42073 2.90854 -0.69 -0.02 0.55
O -0.17820 -1.40770 -3.28410 -0.15 -0.05 0.05
O 2.74030 -1.98290 -3.82549 -0.16 -0.05 0.25
O -4.86873 -1.61141 0.36236 0.01 -0.38 0.07
O -7.72096 -2.43003 -0.68153 0.19 -0.27 -0.10
O 5.66794 -5.73601 -1.90176 -0.88 -0.48 -1.06
O -5.72421 -4.53347 0.25977 0.11 -0.06 -0.02
O 1.68975 1.00272 -3.41301 -0.27 -0.13 -0.24
N 0.33401 2.79103 3.03130 0.88 -0.26 -0.35
N 7.76349 -5.37565 -2.26538 2.56 0.78 0.63
N 7.50898 -5.15198 -0.91662 1.49 0.25 0.12
C -7.97917 -3.45406 0.26255 -0.04 0.16 0.04
C -4.43756 3.48082 -1.72226 -0.02 -0.49 -0.39
C 2.53914 7.43859 0.81733 -0.75 -0.20 -0.16
C -3.28923 3.79291 -3.98717 0.11 -0.08 0.60
C 1.66140 -2.45319 -4.60851 0.10 0.03 -0.14
C 1.23236 1.69184 2.86991 0.22 -0.68 -0.42
C 1.02219 -5.55991 1.26549 -0.78 0.95 0.22
C -3.12413 3.42833 -2.50513 0.14 0.12 -0.01
C -4.14512 -2.66035 -0.26617 -0.04 0.14 0.11
C 4.93513 -3.99546 2.96266 0.09 -0.51 -0.27
C 6.69277 -5.71572 -2.79942 -1.60 -0.32 -0.19
C 3.70380 5.92366 -0.91112 -0.15 0.10 0.41
C 0.78442 0.71368 -2.36522 0.13 0.04 0.09
C 0.49542 5.30387 3.34974 0.90 0.90 -0.08
C 5.58958 -3.83961 1.58559 0.09 0.48 0.54
C 2.62325 -3.16376 4.18474 0.34 0.63 -0.14
C 6.27746 -5.38325 -0.76426 -1.14 0.39 0.86
C -5.02202 -3.80343 -0.73577 -0.24 -0.08 -0.21
C -2.18260 1.95057 0.24837 0.64 0.07 1.21
C 1.21393 3.95900 3.25172 -0.55 0.58 0.88
C 0.10849 -4.59112 0.48234 0.37 -0.50 0.00
C -8.19708 -2.68017 -1.98651 -0.03 0.19 0.06
C 1.47657 6.39526 2.86173 -0.60 -0.66 -1.06
C 1.22488 -5.04897 2.69986 0.39 -0.71 -0.58
C -3.43225 2.78753 0.55077 -0.05 -0.86 -1.28
C -0.51348 2.92453 1.82584 -0.72 0.02 0.65
C 4.68081 5.52491 0.19776 -0.40 0.37 -0.27
C 2.94164 7.23592 -0.63355 0.88 -0.15 -0.13
C 1.53654 6.39687 1.33261 0.48 0.36 -0.21
C -4.38951 -1.23915 1.63344 -0.09 0.25 -0.05
C -6.73909 -3.89644 1.01753 0.09 0.09 0.21
C 1.24977 1.98194 -4.33174 0.20 -0.01 0.07
C 0.50118 -0.76935 -2.21209 0.09 -0.19 0.10
C -1.30976 1.66766 1.50283 -0.25 0.57 -1.05
C 0.44629 -1.54787 -4.55129 -0.07 0.23 -0.08
C 3.25913 -2.91373 -2.90066 0.15 0.19 -0.02
C 2.84558 -1.73907 3.59058 -0.27 -0.53 0.28
C -4.51626 2.54149 -0.52209 -0.27 0.55 0.29
C 1.51090 -1.02153 3.29363 0.99 -0.35 -0.36
H 0.55810 6.61827 0.90144 -0.16 -0.03 0.08
H 1.40317 -1.32123 -1.94181 0.14 0.15 -0.13
H -0.91122 -4.94495 0.58196 -0.24 0.17 -0.11
H 0.65991 -1.65648 3.51793 -0.16 0.06 0.36
H 1.47894 -0.82696 2.22588 -0.20 0.33 0.07
H -3.16576 3.84044 0.49523 -0.08 0.21 0.50
H 4.11538 5.25747 1.08725 0.17 -0.17 0.21
H 1.09745 -5.89035 3.37869 -0.04 0.17 0.34
H -5.22037 3.19614 -2.42922 -0.21 -0.03 0.06
H 3.37431 -5.73413 3.35837 0.02 0.02 -0.15
H -8.20194 -3.74777 -2.22451 -0.01 -0.01 0.02
H -0.31380 -2.00687 -5.18996 -0.02 -0.05 0.08
H 1.95503 -5.66692 0.71813 0.17 -0.32 0.10
H 3.67337 -2.35393 -2.05976 0.04 0.02 -0.04
H 3.44644 -1.82226 2.68834 0.00 0.26 -0.17
H 3.60771 8.05089 -0.92321 -0.05 0.20 0.00
H 0.65397 -0.57256 -4.99358 0.24 0.05 0.11
H 3.25495 -3.27929 5.06242 0.10 -0.26 -0.01
H 2.00204 -2.49147 -5.65055 -0.16 -0.08 -0.07
H 0.01366 3.31255 0.95159 0.33 -0.21 -0.07
H -8.44151 -4.32475 -0.21399 0.03 0.02 -0.08
H 2.96262 5.13407 -1.02792 0.11 -0.26 -0.21
H 0.47717 -4.28746 2.90907 -0.09 0.05 0.12
H 1.58811 2.97622 -4.02293 -0.10 0.06 -0.03
H -0.37831 5.39359 2.71234 -0.24 -0.23 0.12
H -0.67049 0.83488 1.22480 0.19 -0.20 0.37
H 1.37074 -3.46825 -4.31771 0.04 0.01 0.11
H -1.53194 2.50100 -0.42542 -0.04 -0.17 -0.49
H 2.08469 7.28571 -1.30342 -0.20 0.07 0.03
H 5.29767 4.69030 -0.11627 0.07 -0.18 0.07
H -4.67158 4.49994 -1.41559 0.09 0.17 0.03
H 1.23923 1.06226 -1.42846 -0.18 -0.02 0.11
H 2.48344 -3.58021 -2.51151 0.02 -0.06 -0.05
H 2.01840 4.03532 2.51708 -0.17 -0.25 -0.35
H -2.35874 4.20937 -4.36341 -0.02 0.10 -0.25
H -3.96318 -2.08406 2.18300 0.05 -0.01 -0.05
H 0.38898 -4.55137 -0.56775 -0.17 -0.04 -0.13
H 0.16067 1.98463 -4.43901 -0.01 0.00 0.03
H -4.35386 -4.53302 -1.20094 0.03 -0.04 0.08
H 5.32883 6.36499 0.44558 0.14 0.01 0.07
H -4.50711 1.50660 -0.86370 0.14 -0.14 0.03
H -0.16210 1.25010 -2.50041 0.01 0.00 -0.08
H 4.26789 6.02759 -1.83557 -0.18 -0.08 -0.24
H -1.97153 1.41862 2.32970 0.19 -0.25 0.24
H 5.15953 -3.12169 3.57069 -0.01 0.26 -0.13
H -3.64392 -0.44012 1.54054 0.08 -0.08 0.13
H -2.39377 4.10754 -2.06240 0.05 0.04 0.13
H -3.65836 -2.24187 -1.14840 0.19 -0.06 -0.18
H 1.70433 3.80030 4.21338 0.14 -0.11 0.04
H 0.24120 5.56657 4.37249 -0.39 -0.40 0.15
H -4.08863 4.52442 -4.06854 0.01 0.20 -0.28
H -7.53218 -2.17792 -2.69087 -0.02 0.05 0.03
H 3.42963 -1.14367 4.28293 0.08 0.08 0.11
H -8.68935 -3.05328 0.99666 -0.03 -0.18 0.08
H 6.55232 -5.94719 -3.83360 -0.41 -0.19 -0.17
H -3.36008 -3.04955 0.39314 -0.09 0.04 0.08
H -0.17657 -0.86626 -1.35652 -0.05 0.02 -0.07
H -9.20628 -2.27403 -2.11086 -0.03 -0.10 -0.07
H 4.06735 -3.49780 -3.35228 -0.07 -0.15 0.05
H 1.82185 5.41774 0.94613 -0.02 -0.17 0.09
H 0.16134 -3.58713 0.89512 0.15 0.15 0.01
H -1.27384 3.66195 2.07644 0.09 0.24 0.09
H -6.32704 -3.07930 1.61153 -0.04 0.17 -0.16
H 1.68716 1.75367 -5.30469 0.05 0.01 0.03
H 6.64840 -3.67646 1.74946 0.22 -0.02 -0.41
H -5.70077 -3.47871 -1.52626 -0.05 0.21 0.11
H 2.48429 6.17172 3.21161 0.07 0.29 0.39
H -5.23395 -0.85739 2.21047 0.02 0.06 -0.04
H 1.14585 7.38864 3.15477 0.17 0.07 0.42
H -2.41830 0.97588 -0.17681 -0.30 0.10 -0.27
H 5.42668 -4.83160 3.46373 -0.07 -0.13 0.14
H 3.41001 7.42581 1.46957 0.16 0.15 -0.03
H 2.97484 -3.98366 1.54693 0.22 0.17 0.05
H -3.54429 2.92247 -4.58706 -0.13 -0.04 -0.05
H 5.14707 -2.97695 1.09076 0.07 -0.01 -0.35
H -3.82609 2.50481 1.52414 0.02 0.22 0.22
H -2.69067 2.43410 -2.41165 0.02 -0.16 -0.07
H 1.58927 -3.21789 4.50041 -0.09 -0.40 0.13
H -5.49613 2.69020 -0.06717 -0.12 -0.02 0.06
H -7.06559 -4.65352 1.73619 -0.01 -0.05 -0.07
H 2.06128 8.41602 0.89584 0.16 0.18 0.20
```
Forces are in eV/Å.

Values from the calculation:
* SMILES: CCCCCCCCN(CCCCCCCC)C(=S)SCCC[PH2](CCSc1nnco1)C[C@H](C)Br.COCCOCCOC.COCCOCCOC
* frontier orbital gap: 0.28696 Eh
* energy: -6335.161554 Eh

Here are the Mulliken charges for atoms 1 to 99, given in e: -0.182, -0.144, -0.299, -0.197, 0.662, -0.409, -0.347, -0.245, -0.250, -0.246, -0.464, -0.338, 0.076, -0.456, -0.326, -0.493, -1.038, -0.912, -1.562, -0.534, 0.203, 0.276, 0.528, -0.269, -1.388, 0.015, -0.306, 0.512, -0.421, -0.576, -1.291, 0.544, -0.543, -0.680, -0.494, -1.194, -0.849, -1.011, -1.461, -0.851, -1.391, -1.047, -0.853, 0.050, -0.459, -0.229, -0.808, -0.155, -0.141, -0.289, -0.592, -0.466, -0.896, -0.319, 0.396, -0.087, 0.523, 0.530, -0.196, 0.413, 0.136, 0.616, 0.520, 0.019, 0.416, 0.418, 0.263, 0.276, 0.185, 0.403, 0.070, 0.460, 0.391, 0.331, 0.356, 0.190, 0.463, 0.244, 0.215, 0.058, 0.324, 0.213, 0.294, 0.395, 0.273, 0.174, 0.252, 0.088, 0.400, 0.492, 0.367, 0.384, 0.452, 0.310, 0.361, -0.328, 0.385, 0.375, 0.560

---

| no. | HOMO energy (eV) | LUMO energy (eV) |
| --- | --- | --- |
| 1 | -10.39 | -3.20 |
| 2 | -8.37 | -0.56 |